1.
Here is a cluster of 3 separate species, C21H22Cl2NO2 in total in a non-equilibrium geometry from the OMol25 dataset. Energies are from ωB97M-V with the def2-TZVPD basis set.

```
48
Properties=species:S:1:pos:R:3:lowdin_charge:R:1
C 2.11 -0.85 -1.28 -0.116
C 2.16 0.29 -0.26 -0.761
Cl 3.81 0.93 -0.22 0.739
C 1.16 1.44 -0.52 -0.635
Cl 0.88 2.25 1.05 0.740
C -0.15 0.94 -1.07 -0.209
C -1.25 0.60 -0.29 0.076
C -2.39 0.12 -0.92 -0.058
C -3.59 -0.24 -0.09 -0.481
O -3.93 0.50 0.77 0.209
O -4.25 -1.35 -0.40 0.133
C -2.43 -0.03 -2.30 0.057
C -1.33 0.33 -3.05 0.027
N -0.24 0.80 -2.41 0.155
H 2.10 -0.47 -2.30 0.075
H 2.98 -1.48 -1.20 0.083
H 1.21 -1.46 -1.16 0.087
H 1.88 -0.13 0.70 0.098
H 1.59 2.20 -1.16 0.109
H -1.23 0.71 0.78 0.122
H -3.65 -2.08 -0.61 0.145
H -3.31 -0.42 -2.79 0.143
H -1.28 0.25 -4.12 0.151
H 0.58 1.06 -2.95 0.183
C 7.44 3.47 0.50 -0.093
C 6.96 2.21 0.16 -0.119
C 7.85 1.17 -0.08 -0.096
C 9.22 1.39 0.02 -0.092
C 9.69 2.64 0.36 -0.089
C 8.81 3.68 0.59 -0.091
H 6.75 4.28 0.69 0.101
H 5.90 2.04 0.09 -0.002
H 7.48 0.19 -0.35 0.097
H 9.91 0.58 -0.17 0.103
H 10.76 2.81 0.44 0.104
H 9.18 4.67 0.86 0.103
C -6.83 -2.81 0.74 -0.105
C -6.84 -1.66 1.52 -0.096
C -7.63 -1.60 2.67 -0.088
C -8.39 -2.69 3.04 -0.090
C -8.38 -3.84 2.26 -0.092
C -7.61 -3.90 1.12 -0.094
H -6.23 -2.86 -0.15 0.079
H -6.24 -0.80 1.24 0.077
H -7.64 -0.70 3.27 0.103
H -9.00 -2.65 3.93 0.104
H -8.98 -4.70 2.55 0.103
H -7.61 -4.80 0.51 0.100
```

The charge is +1. As for the energy above the lowest of the compared OMol25 structures with the same formula, charge and spin: 0.0 kJ/mol. The HOMO energy comes out at -10.976 eV.

=====

2.
Here is a structure of composition C21H22ClN3O5S2 in a non-equilibrium geometry from the OMol25 dataset. Energies are from ωB97M-V with the def2-TZVPD basis set.

```
54
Properties=species:S:1:pos:R:3:lowdin_charge:R:1
O 0.01 -4.03 -0.43 0.168
C -0.59 -3.33 0.24 -0.520
N 0.12 -2.84 1.29 0.034
H -0.37 -2.00 1.93 0.209
C 1.37 -2.74 1.47 -0.316
C 2.21 -1.71 0.95 -0.283
C 2.32 -1.78 -0.31 0.012
C 3.05 -0.69 -1.29 -0.002
C 3.54 0.41 -0.54 -0.848
C 3.32 0.38 0.87 -0.132
C 2.96 -0.68 1.57 -0.029
H 2.76 -0.48 2.58 0.103
H 3.56 1.35 1.36 0.118
Cl 4.30 1.57 -1.34 0.792
H 3.12 -0.72 -2.37 0.081
H 2.03 -2.66 -0.91 0.119
H 1.64 -3.83 1.20 0.168
H 1.72 -2.85 2.74 0.203
C -1.92 -2.88 0.01 -0.188
N -2.01 -1.93 -0.89 0.030
C -2.72 -2.19 -2.16 -0.412
O -3.23 -3.34 -1.98 0.017
C -2.59 -1.36 -3.23 -0.497
H -3.19 -0.45 -2.85 0.145
H -2.95 -1.68 -4.37 0.164
S -0.99 -0.89 -3.69 0.994
C -0.82 -0.11 -2.02 -0.409
C 0.38 0.83 -1.98 0.075
C 0.49 1.46 -0.52 0.002
C -0.23 0.90 0.47 -0.332
C -0.97 -0.11 0.24 -0.056
C -1.29 -0.61 -1.01 -0.228
H -1.56 -0.47 1.18 0.165
S -0.01 1.61 2.10 0.770
O 1.31 2.26 2.17 -0.295
O 0.05 0.30 2.93 -0.319
N -1.04 2.76 2.34 -0.236
C -2.38 2.07 2.97 0.073
H -2.76 2.80 3.59 0.109
C -3.10 2.37 1.60 -0.316
H -3.92 1.34 1.36 0.194
O -2.33 2.56 0.61 -0.187
C -1.76 3.92 0.53 -0.049
H -1.21 3.94 -0.34 0.100
C -0.87 4.03 1.76 -0.075
H -1.48 4.63 2.34 0.135
H -0.04 4.07 1.62 -0.015
H -2.66 4.60 0.37 0.155
H -3.89 3.21 1.48 0.141
H -2.19 1.24 3.17 -0.028
H 1.25 2.24 -0.60 0.107
H 0.78 1.27 -2.85 0.070
H -2.44 -2.49 0.84 0.124
H -2.66 -3.77 -0.11 0.194
```

As for the energy above the lowest of the compared OMol25 structures with the same formula, charge and spin: 1924.0 kJ/mol. The HOMO energy comes out at -8.264 eV.

=====

3.
Here is an isolated molecule of C21H22N2O3 in a non-equilibrium geometry from the OMol25 dataset. Energies are from ωB97M-V with the def2-TZVPD basis set.

```
48
Properties=species:S:1:pos:R:3:lowdin_charge:R:1
C -0.91 0.54 4.11 -0.103
C 0.41 0.75 3.45 -0.077
C 0.95 0.10 2.35 -0.193
C 2.41 0.34 2.13 -0.158
N 2.84 -0.07 0.80 -0.094
C 2.72 1.02 -0.22 -0.128
C 1.24 1.16 -0.65 -0.068
C 0.52 -0.24 -0.89 -0.151
C 1.62 -1.34 -0.93 -0.279
O 1.83 -2.10 -1.87 0.133
C 2.39 -1.45 0.36 -0.169
C 1.40 -2.08 1.38 -0.050
C 0.27 -1.04 1.67 -0.178
C -0.48 -0.59 0.34 -0.158
C -1.56 0.55 0.59 -0.350
O -2.36 0.33 1.50 0.092
O -1.65 1.63 -0.25 -0.030
C -2.84 2.43 -0.04 -0.032
C -1.37 -1.74 -0.04 -0.036
N -1.80 -1.94 -1.27 0.144
C -1.35 -1.17 -2.32 -0.259
C -2.10 -1.30 -3.47 -0.020
C -1.84 -0.55 -4.61 -0.066
C -0.76 0.34 -4.57 -0.073
C 0.03 0.45 -3.42 0.000
C -0.28 -0.28 -2.21 -0.065
H -1.54 1.48 4.02 0.096
H -1.47 -0.30 3.68 0.063
H -0.80 0.32 5.14 0.054
H 1.04 1.51 3.94 0.107
H 2.68 1.38 2.25 0.122
H 2.95 -0.25 2.94 0.140
H 3.33 0.77 -1.07 0.116
H 3.06 2.00 0.12 0.116
H 1.21 1.72 -1.56 0.087
H 0.75 1.81 0.08 0.115
H 3.26 -2.06 0.22 0.141
H 1.94 -2.39 2.29 0.130
H 0.98 -3.03 1.00 0.136
H -0.42 -1.56 2.33 0.138
H -2.84 3.25 -0.77 0.093
H -3.78 1.90 -0.25 0.102
H -2.89 2.85 0.96 0.091
H -1.78 -2.41 0.70 0.130
H -2.94 -1.95 -3.42 0.107
H -2.41 -0.72 -5.50 0.095
H -0.51 0.85 -5.48 0.095
H 0.89 1.07 -3.51 0.095
```

Its SMILES is C/C=C1/CN2CC[C@@]34C(=O)[C@@H]2C[C@@H]1[C@]3(C(=O)OC)C=Nc1ccccc14. As for the energy above the lowest of the compared OMol25 structures with the same formula, charge and spin: 407.6 kJ/mol. The HOMO energy comes out at -8.308 eV.

=====

4.
Here is an isolated molecule of C21H22N2O3S in a non-equilibrium geometry from the OMol25 dataset. Energies are from ωB97M-V with the def2-TZVPD basis set.

```
49
Properties=species:S:1:pos:R:3:lowdin_charge:R:1
C 1.80 1.40 3.99 -0.374
S 3.19 0.53 4.78 0.891
C 3.81 -0.43 3.41 -0.473
C 5.13 -0.28 3.04 -0.104
C 5.65 -1.02 1.99 -0.090
C 4.84 -1.91 1.32 -0.074
C 3.52 -2.08 1.69 -0.015
C 2.99 -1.36 2.76 -0.276
O 1.71 -1.48 3.23 -0.076
C 0.85 -2.42 2.64 -0.108
C 0.41 -2.01 1.27 -0.231
C 0.52 -0.83 0.59 0.083
C -0.12 -1.10 -0.65 -0.187
C -0.33 -0.15 -1.77 -0.464
O 0.08 0.99 -1.73 0.087
N -1.00 -0.69 -2.80 0.079
C -1.48 0.10 -3.91 -0.172
C -2.98 -0.10 -4.15 -0.175
C -3.81 0.00 -2.86 -0.153
C -3.43 1.17 -2.00 -0.246
C -3.52 2.47 -2.49 -0.045
C -3.14 3.55 -1.71 -0.078
C -2.68 3.35 -0.42 -0.088
C -2.61 2.06 0.08 -0.079
C -2.98 0.98 -0.70 -0.058
N -0.56 -2.33 -0.67 0.116
O -0.24 -2.90 0.51 0.031
H 1.01 0.70 3.76 0.020
H 2.16 1.90 3.09 0.042
H 1.46 2.13 4.71 0.028
H 5.74 0.43 3.58 0.101
H 6.69 -0.90 1.71 0.102
H 5.23 -2.49 0.49 0.106
H 2.91 -2.79 1.15 0.112
H 1.30 -3.42 2.60 0.145
H -0.02 -2.46 3.30 0.151
H 0.98 0.09 0.88 0.128
H -1.29 -1.65 -2.73 0.133
H -0.93 -0.16 -4.82 0.123
H -1.27 1.14 -3.65 0.118
H -3.31 0.65 -4.86 0.107
H -3.15 -1.08 -4.60 0.108
H -3.68 -0.92 -2.27 0.107
H -4.86 0.07 -3.13 0.119
H -3.88 2.64 -3.50 0.114
H -3.20 4.55 -2.11 0.102
H -2.38 4.19 0.18 0.100
H -2.25 1.89 1.09 0.103
H -2.92 -0.02 -0.30 0.111
```

Its SMILES is CSc1ccccc1OCc1cc(C(=O)NCCCc2ccccc2)no1. As for the energy above the lowest of the compared OMol25 structures with the same formula, charge and spin: 194.7 kJ/mol. The HOMO energy comes out at -8.401 eV.

=====

5.
Here is a structure of composition C21H22N2O6 in a non-equilibrium geometry from the OMol25 dataset. Energies are from ωB97M-V with the def2-TZVPD basis set.

```
51
Properties=species:S:1:pos:R:3:lowdin_charge:R:1
C -1.60 -3.56 2.20 0.015
H -0.93 -3.16 2.94 0.072
H -1.76 -4.50 2.32 -0.015
H -2.52 -3.02 1.98 0.074
C -0.82 -3.68 0.66 -0.259
C -1.69 -4.22 -0.28 -0.071
H -1.12 -4.25 -1.07 0.030
H -1.91 -5.14 -0.22 0.033
H -2.60 -3.54 -0.61 0.160
C -0.42 -2.10 0.49 -0.077
H -0.08 -1.38 1.41 0.208
C 0.50 -1.87 -0.71 -0.124
O 1.09 -3.12 -1.29 -0.129
N 1.00 -0.61 -0.83 0.096
H 0.64 0.03 -0.39 0.014
C 1.96 -0.41 -1.69 -0.225
C 3.35 -0.22 -1.05 -0.162
C 4.00 -1.14 -0.42 -0.050
C 5.32 -0.73 0.14 -0.001
C 5.60 0.51 0.42 -0.246
C 4.85 1.50 -0.38 -0.124
C 3.63 1.36 -0.83 0.096
H 3.19 2.19 -1.38 0.116
O 5.47 2.74 0.13 0.012
C 6.68 2.54 0.48 -0.187
O 6.81 1.00 0.92 -0.035
H 6.64 2.71 1.69 0.176
H 7.62 2.86 0.15 0.112
H 5.69 -1.68 0.77 0.161
H 3.71 -2.14 -0.53 0.102
H 1.72 0.57 -2.48 0.183
H 2.13 -1.29 -2.57 0.191
O -1.61 -1.30 0.17 0.094
C -1.76 -0.17 0.45 -0.544
O -0.83 0.52 0.93 -0.003
C -3.02 0.67 0.24 -0.021
C -4.11 -0.26 -0.48 0.186
C -5.19 0.65 -0.13 -0.261
C -4.76 1.93 0.07 -0.220
N -3.56 1.91 0.51 -0.087
C -2.56 2.79 1.09 0.033
H -3.28 3.39 2.03 0.184
H -2.61 3.59 0.19 0.143
H -1.72 2.35 1.25 -0.015
C -5.95 2.83 -0.12 0.060
C -6.69 1.93 -0.55 -0.199
O -6.40 0.60 -0.72 0.100
H -7.73 2.10 -0.74 0.128
H -5.87 3.90 0.10 0.132
H -4.24 -1.24 -0.51 0.040
H 0.11 -4.01 0.90 0.103
```

As for the energy above the lowest of the compared OMol25 structures with the same formula, charge and spin: 1992.2 kJ/mol. The HOMO energy comes out at -8.064 eV.

=====

Repeat the third record exactly.
Here is an isolated molecule of C21H22N2O3 in a non-equilibrium geometry from the OMol25 dataset. Energies are from ωB97M-V with the def2-TZVPD basis set.

```
48
Properties=species:S:1:pos:R:3:lowdin_charge:R:1
C -0.91 0.54 4.11 -0.103
C 0.41 0.75 3.45 -0.077
C 0.95 0.10 2.35 -0.193
C 2.41 0.34 2.13 -0.158
N 2.84 -0.07 0.80 -0.094
C 2.72 1.02 -0.22 -0.128
C 1.24 1.16 -0.65 -0.068
C 0.52 -0.24 -0.89 -0.151
C 1.62 -1.34 -0.93 -0.279
O 1.83 -2.10 -1.87 0.133
C 2.39 -1.45 0.36 -0.169
C 1.40 -2.08 1.38 -0.050
C 0.27 -1.04 1.67 -0.178
C -0.48 -0.59 0.34 -0.158
C -1.56 0.55 0.59 -0.350
O -2.36 0.33 1.50 0.092
O -1.65 1.63 -0.25 -0.030
C -2.84 2.43 -0.04 -0.032
C -1.37 -1.74 -0.04 -0.036
N -1.80 -1.94 -1.27 0.144
C -1.35 -1.17 -2.32 -0.259
C -2.10 -1.30 -3.47 -0.020
C -1.84 -0.55 -4.61 -0.066
C -0.76 0.34 -4.57 -0.073
C 0.03 0.45 -3.42 0.000
C -0.28 -0.28 -2.21 -0.065
H -1.54 1.48 4.02 0.096
H -1.47 -0.30 3.68 0.063
H -0.80 0.32 5.14 0.054
H 1.04 1.51 3.94 0.107
H 2.68 1.38 2.25 0.122
H 2.95 -0.25 2.94 0.140
H 3.33 0.77 -1.07 0.116
H 3.06 2.00 0.12 0.116
H 1.21 1.72 -1.56 0.087
H 0.75 1.81 0.08 0.115
H 3.26 -2.06 0.22 0.141
H 1.94 -2.39 2.29 0.130
H 0.98 -3.03 1.00 0.136
H -0.42 -1.56 2.33 0.138
H -2.84 3.25 -0.77 0.093
H -3.78 1.90 -0.25 0.102
H -2.89 2.85 0.96 0.091
H -1.78 -2.41 0.70 0.130
H -2.94 -1.95 -3.42 0.107
H -2.41 -0.72 -5.50 0.095
H -0.51 0.85 -5.48 0.095
H 0.89 1.07 -3.51 0.095
```

Its SMILES is C/C=C1/CN2CC[C@@]34C(=O)[C@@H]2C[C@@H]1[C@]3(C(=O)OC)C=Nc1ccccc14. As for the energy above the lowest of the compared OMol25 structures with the same formula, charge and spin: 407.6 kJ/mol. The HOMO energy comes out at -8.308 eV.

=====

What did the first record say?
Here is a cluster of 3 separate species, C21H22Cl2NO2 in total in a non-equilibrium geometry from the OMol25 dataset. Energies are from ωB97M-V with the def2-TZVPD basis set.

```
48
Properties=species:S:1:pos:R:3:lowdin_charge:R:1
C 2.11 -0.85 -1.28 -0.116
C 2.16 0.29 -0.26 -0.761
Cl 3.81 0.93 -0.22 0.739
C 1.16 1.44 -0.52 -0.635
Cl 0.88 2.25 1.05 0.740
C -0.15 0.94 -1.07 -0.209
C -1.25 0.60 -0.29 0.076
C -2.39 0.12 -0.92 -0.058
C -3.59 -0.24 -0.09 -0.481
O -3.93 0.50 0.77 0.209
O -4.25 -1.35 -0.40 0.133
C -2.43 -0.03 -2.30 0.057
C -1.33 0.33 -3.05 0.027
N -0.24 0.80 -2.41 0.155
H 2.10 -0.47 -2.30 0.075
H 2.98 -1.48 -1.20 0.083
H 1.21 -1.46 -1.16 0.087
H 1.88 -0.13 0.70 0.098
H 1.59 2.20 -1.16 0.109
H -1.23 0.71 0.78 0.122
H -3.65 -2.08 -0.61 0.145
H -3.31 -0.42 -2.79 0.143
H -1.28 0.25 -4.12 0.151
H 0.58 1.06 -2.95 0.183
C 7.44 3.47 0.50 -0.093
C 6.96 2.21 0.16 -0.119
C 7.85 1.17 -0.08 -0.096
C 9.22 1.39 0.02 -0.092
C 9.69 2.64 0.36 -0.089
C 8.81 3.68 0.59 -0.091
H 6.75 4.28 0.69 0.101
H 5.90 2.04 0.09 -0.002
H 7.48 0.19 -0.35 0.097
H 9.91 0.58 -0.17 0.103
H 10.76 2.81 0.44 0.104
H 9.18 4.67 0.86 0.103
C -6.83 -2.81 0.74 -0.105
C -6.84 -1.66 1.52 -0.096
C -7.63 -1.60 2.67 -0.088
C -8.39 -2.69 3.04 -0.090
C -8.38 -3.84 2.26 -0.092
C -7.61 -3.90 1.12 -0.094
H -6.23 -2.86 -0.15 0.079
H -6.24 -0.80 1.24 0.077
H -7.64 -0.70 3.27 0.103
H -9.00 -2.65 3.93 0.104
H -8.98 -4.70 2.55 0.103
H -7.61 -4.80 0.51 0.100
```

The charge is +1. As for the energy above the lowest of the compared OMol25 structures with the same formula, charge and spin: 0.0 kJ/mol. The HOMO energy comes out at -10.976 eV.